Record 1
{
  "formula": "C5H7BrO2S",
  "method": "ωB97M-V with the def2-TZVPD basis set",
  "species": ["C", "C", "C", "C", "C", "O", "O", "S", "Br", "H", "H", "H", "H", "H", "H", "H"],
  "positions_angstrom": [[1.500, -0.604, -0.569], [1.852, -1.218, 0.526], [1.384, 0.844, -0.607], [-1.196, 0.670, 0.514], [-1.684, -0.671, 1.071], [-0.779, 0.022, -1.940], [-0.719, 2.410, -1.301], [-0.443, 1.058, -0.998], [2.177, -2.819, 1.282], [0.995, -1.101, -1.447], [1.564, 1.214, 0.315], [1.854, 1.495, -1.412], [-1.112, 1.609, 1.121], [-2.547, -0.581, 1.637], [-0.892, -1.097, 1.588], [-1.955, -1.231, 0.220]],
  "orbital_gap_ev": [8.55, 7.79],
  "charge": 0,
  "homo_ev": [-9.453, -8.879]
}

---

Record 2
{
  "formula": "C5H7CaO3",
  "method": "ωB97M-V with the def2-TZVPD basis set",
  "species": ["O", "C", "O", "Ca", "O", "C", "H", "H", "H", "C", "C", "C", "H", "H", "H", "H"],
  "positions_angstrom": [[1.221, -0.722, 2.291], [0.075, -0.652, 1.814], [-0.896, 0.041, 2.337], [-0.097, -2.961, 2.788], [-0.337, -1.602, 1.014], [-0.011, -1.012, -1.345], [0.043, -2.087, -1.120], [-1.096, -0.875, -1.449], [0.572, -1.292, -2.236], [-0.457, 2.347, 0.246], [-0.039, 1.877, -0.836], [0.447, 0.873, -1.704], [-0.193, 3.066, 1.011], [-0.878, 1.152, 1.619], [0.102, 1.023, -2.736], [1.544, 0.822, -1.693]],
  "orbital_gap_ev": [4.52, 8.08],
  "charge": 0,
  "homo_ev": [-5.378, -8.947],
  "spin_multiplicity": 2
}

---

Record 3
{
  "formula": "C5H7Cl2N",
  "method": "ωB97M-V with the def2-TZVPD basis set",
  "species": ["Cl", "C", "Cl", "C", "C", "N", "C", "C", "H", "H", "H", "H", "H", "H", "H"],
  "positions_angstrom": [[1.180, -1.213, -0.847], [-0.007, -0.389, 0.231], [0.253, -0.821, 2.019], [-1.492, -0.478, -0.240], [-1.508, 0.682, -1.345], [-0.729, 1.701, -0.628], [0.606, 1.935, -0.688], [0.152, 1.078, 0.310], [-1.850, -1.444, -0.740], [-2.118, -0.195, 0.575], [-1.219, 0.195, -2.330], [-2.472, 1.043, -1.631], [0.964, 3.099, -0.748], [0.924, 1.522, -1.681], [0.003, 1.475, 1.403]],
  "orbital_gap_ev": 9.87,
  "smiles": "ClC1(Cl)CCN2C[C@@H]21",
  "charge": 0,
  "homo_ev": -9.107
}

---

Record 4
{
  "formula": "C5H7ClFN",
  "method": "ωB97M-V with the def2-TZVPD basis set",
  "species": ["F", "C", "C", "N", "C", "C", "C", "Cl", "H", "H", "H", "H", "H", "H", "H"],
  "positions_angstrom": [[-0.092, -1.453, -0.840], [-0.634, -0.837, 0.354], [0.546, -0.696, 1.403], [1.837, -1.061, 1.391], [1.631, 0.000, 0.362], [0.747, 1.151, 0.387], [-0.688, 0.657, 0.157], [-1.465, 0.978, -1.434], [-1.622, -1.461, 0.643], [0.412, 0.094, 2.114], [2.315, -0.602, 2.258], [1.593, -0.536, -0.721], [0.651, 1.600, 1.327], [1.181, 1.794, -0.340], [-1.272, 1.332, 0.936]],
  "orbital_gap_ev": 8.95,
  "smiles": "F[C@H]1[C@H]2N[C@@H]2C[C@H]1Cl",
  "charge": 0,
  "homo_ev": -8.438
}

---

Record 5
{
  "formula": "C5H7ClIN2",
  "method": "ωB97M-V with the def2-TZVPD basis set",
  "species": ["C", "C", "N", "C", "N", "C", "Cl", "C", "I", "H", "H", "H", "H", "H", "H", "H"],
  "positions_angstrom": [[-1.052, -1.775, -0.912], [-0.211, -0.896, -0.214], [-0.263, -0.795, 1.117], [0.223, 0.235, 1.841], [0.255, 1.420, 1.311], [0.271, 1.559, -0.124], [-1.406, 1.809, -0.737], [0.707, 0.108, -0.825], [2.800, -0.262, -0.225], [-0.422, -2.513, -1.305], [-1.327, -1.392, -2.019], [-1.727, -2.438, -0.353], [0.330, -0.065, 2.850], [0.124, 2.324, 1.781], [0.853, 2.473, -0.347], [0.845, 0.208, -1.840]],
  "orbital_gap_ev": 8.21,
  "smiles": "CC1=NC=[NH+][C@H](Cl)[C@H]1I",
  "charge": 1,
  "homo_ev": -13.803
}

---

Record 6
{
  "formula": "C5H7ClN2",
  "method": "ωB97M-V with the def2-TZVPD basis set",
  "species": ["H", "N", "C", "N", "C", "C", "C", "C", "Cl", "H", "H", "H", "H", "H", "H"],
  "positions_angstrom": [[2.764, 2.116, 0.129], [1.785, 2.107, 0.051], [1.064, 1.051, -0.050], [-0.285, 0.911, -0.162], [-0.775, -0.365, 0.504], [-1.952, -0.670, -0.574], [0.485, -1.156, 0.579], [1.558, -0.375, 0.091], [3.161, -0.793, -0.239], [-1.035, 1.565, 0.019], [-0.996, -0.013, 1.685], [-2.670, 0.306, -0.816], [-1.161, -0.810, -1.449], [-2.720, -1.551, -0.293], [0.776, -2.322, 0.525]],
  "orbital_gap_ev": 9.45,
  "smiles": "[H]/N=C1/N[C@@H](C)C=C1Cl",
  "charge": 0,
  "homo_ev": -8.989
}

---

Record 7
{
  "formula": "C5H7ClN2O7",
  "method": "ωB97M-V with the def2-TZVPD basis set",
  "species": ["O", "N", "O", "C", "C", "O", "N", "O", "O", "H", "H", "C", "C", "O", "C", "O", "Cl", "H", "H", "H", "H", "H"],
  "positions_angstrom": [[2.832, -0.671, -2.199], [1.869, -0.557, -1.444], [0.787, -0.985, -1.703], [2.224, -0.097, -0.116], [3.091, 0.912, 0.071], [3.215, 1.515, 1.244], [1.441, -0.676, 0.987], [0.645, -1.552, 0.785], [1.671, -0.183, 2.053], [3.741, 1.380, -0.718], [2.526, 1.121, 1.829], [-2.727, -1.135, -0.604], [-2.821, -0.262, 0.564], [-1.512, 0.366, 0.840], [-0.914, 1.163, 0.033], [0.293, 1.391, 0.099], [-2.035, 2.273, -1.009], [-3.517, -1.639, -1.000], [-2.311, -0.411, -1.348], [-1.897, -1.768, -0.279], [-2.995, -0.838, 1.470], [-3.604, 0.652, 0.445]],
  "orbital_gap_ev": 9.70,
  "smiles": "O=[N+]([O-])C(=CO)[N+](=O)[O-].CCOC(=O)Cl",
  "charge": 0,
  "homo_ev": -10.272
}

---

Record 8
{
  "formula": "C5H7ClNO2",
  "method": "ωB97M-V with the def2-TZVPD basis set",
  "species": ["C", "C", "C", "Cl", "O", "C", "O", "N", "C", "H", "H", "H", "H", "H", "H", "H"],
  "positions_angstrom": [[-2.719, 0.114, -0.075], [-1.293, 0.087, -0.669], [-0.461, -0.954, -0.534], [-0.835, -2.336, 0.709], [0.665, -1.210, -1.092], [2.166, -0.803, -0.352], [2.921, -1.727, -0.426], [2.103, 0.452, -0.065], [3.345, 1.010, 0.428], [-3.090, -0.864, -0.082], [-2.609, 0.338, 1.118], [-3.332, 0.665, -0.789], [-1.032, 0.901, -1.339], [3.254, 1.016, 1.458], [4.308, 0.407, 0.379], [3.484, 1.972, -0.058]],
  "orbital_gap_ev": 8.09,
  "smiles": "C/C=C(\\Cl)O/C([O-])=N/C",
  "charge": -1,
  "homo_ev": -4.391
}

---

Record order is preserved below.
ΔE to the lowest compared entry with this formula, charge and spin: 84.0 144.4 53.5 131.5 9.3 75.3 18.4 26.2 kcal per mole